C40H40AsCdClN5O | ωB97M-V/def2-TZVPD

Output
Total charge: +1

Each line ends with the Mulliken charge.
CARTESIAN COORDINATES (ANGSTROEM)
Cd: 0.141305 -1.177220 -0.795332  3.41
Cl: -0.336765 -6.759157 -5.553977  -0.22
C: -0.487727 -5.275391 -4.662250  -0.07
C: -0.641057 -4.061722 -5.350917  -0.46
C: -0.776986 -2.886370 -4.662967  -0.53
C: -0.734247 -2.820353 -3.241675  0.81
O: -0.863908 -1.669722 -2.670864  -1.08
C: -0.575498 -4.073007 -2.561351  -0.48
C: -0.695182 -4.214249 -1.129319  -0.41
N: -0.495736 -3.280097 -0.269554  1.03
C: -0.973798 -3.411815 1.053753  -1.17
C: -0.813541 -4.497553 1.865388  -0.50
C: -1.452733 -4.547788 3.126958  -0.98
C: -2.279317 -3.540320 3.527513  -0.96
C: -2.462340 -2.399325 2.706170  1.18
C: -3.383099 -1.365453 3.005649  -0.79
C: -3.531596 -0.322778 2.144793  -0.77
C: -2.688969 -0.255141 1.017988  -0.76
N: -1.812530 -1.177427 0.708358  0.18
C: -1.745835 -2.295357 1.502547  0.25
C: -0.487198 -5.276900 -3.300326  -0.82
H: -0.668738 -4.068461 -6.433141  0.42
H: -0.925203 -1.952228 -5.190163  0.46
H: -1.039257 -5.190117 -0.771330  0.43
H: -0.216537 -5.336532 1.528536  0.54
H: -1.307722 -5.413815 3.758573  0.42
H: -2.812695 -3.603792 4.467698  0.43
H: -3.968814 -1.424001 3.915402  0.46
H: -4.235351 0.474961 2.335693  0.54
H: -2.720563 0.610459 0.368459  0.68
H: -0.413334 -6.218187 -2.767158  0.46
C: 3.186615 -2.780708 -1.137149  -0.84
C: 2.779749 -2.597182 0.321711  -1.12
N: 2.127486 -1.296882 0.554467  -0.31
C: 2.969676 -0.117617 0.318764  -1.23
C: 2.956267 0.430199 -1.127106  -0.77
N: 1.685716 0.270437 -1.856742  -0.33
C: 1.848166 -0.249548 -3.229620  -0.92
C: 2.474882 -1.654971 -3.239846  -1.01
N: 2.109113 -2.466742 -2.075957  -0.09
H: 4.037720 -2.131613 -1.349709  0.34
H: 3.552167 -3.803204 -1.261807  0.52
H: 2.065293 -3.370481 0.609472  0.39
H: 3.668023 -2.705739 0.953471  0.52
H: 1.813790 -1.271058 1.518025  0.23
H: 2.609625 0.657517 0.990411  0.76
H: 4.010406 -0.323580 0.591651  0.15
H: 3.225592 1.486488 -1.077033  0.63
H: 3.741262 -0.046997 -1.708581  0.53
H: 1.201380 1.160891 -1.909932  0.03
H: 0.850460 -0.287185 -3.664141  0.50
H: 2.465696 0.422353 -3.834013  0.50
H: 2.151002 -2.149353 -4.155963  0.46
H: 3.562851 -1.577349 -3.304917  0.55
H: 1.626207 -3.306378 -2.368749  0.07
C: -2.432136 4.653774 -2.548877  -0.56
C: -1.071932 4.872330 -2.373647  -0.69
C: -0.387277 4.221800 -1.357358  -0.76
C: -1.054585 3.342849 -0.503889  0.77
C: -2.416386 3.126835 -0.688861  -0.38
C: -3.102908 3.782077 -1.704322  -0.88
As: 0.029002 2.345175 0.776141  1.33
C: -1.099119 2.188974 2.357437  0.19
C: -0.665089 1.267149 3.309242  -0.59
C: -1.320550 1.137205 4.524597  -0.73
C: -2.438494 1.915455 4.792073  -0.52
C: -2.886778 2.827414 3.846081  -1.00
C: -2.216929 2.970952 2.636164  -0.10
C: 1.180940 3.803625 1.375617  0.18
C: 0.659140 4.927452 2.010549  -0.38
C: 1.495218 5.963944 2.395227  -0.73
C: 2.862211 5.891299 2.147487  -0.49
C: 3.388851 4.777806 1.513733  -0.80
C: 2.546972 3.739154 1.128649  0.24
H: -2.967728 5.166162 -3.336957  0.40
H: -0.543921 5.557388 -3.024453  0.44
H: 0.669723 4.421757 -1.216118  0.42
H: -2.960586 2.457663 -0.034916  0.25
H: -4.163750 3.610522 -1.832322  0.44
H: 0.204002 0.649299 3.104880  0.28
H: -0.961873 0.427343 5.259286  0.47
H: -2.954712 1.818066 5.738395  0.43
H: -3.751721 3.443927 4.055020  0.44
H: -2.568131 3.702847 1.919507  0.44
H: -0.402230 5.002611 2.211323  0.35
H: 1.078978 6.832011 2.890059  0.42
H: 3.511999 6.702342 2.448688  0.39
H: 4.451250 4.712969 1.317565  0.43
H: 2.974375 2.877379 0.634143  0.07

Forces on the atoms, in the same order (eV/Å):
0.14 0.12 -0.17
0.00 0.04 0.03
0.00 0.01 -0.11
-0.02 0.00 -0.03
0.03 -0.02 -0.04
-0.04 0.13 0.06
0.02 -0.16 -0.14
-0.05 -0.10 0.10
-0.01 0.00 -0.06
-0.14 -0.26 0.20
0.03 0.22 -0.24
-0.01 -0.11 0.11
0.07 -0.02 -0.08
-0.02 0.05 0.01
-0.06 0.00 0.04
0.02 -0.05 0.10
-0.01 0.04 -0.04
0.14 0.07 0.03
0.12 -0.21 0.10
0.05 0.06 -0.11
0.00 -0.01 0.13
0.00 0.00 0.01
0.00 -0.01 -0.01
-0.06 -0.01 -0.02
0.00 0.00 0.01
0.00 0.00 -0.02
0.00 0.01 -0.01
0.00 -0.01 -0.01
0.01 -0.01 -0.02
-0.02 -0.10 0.00
0.00 0.02 0.00
0.02 0.07 -0.04
-0.14 0.05 -0.07
-0.05 0.02 0.12
-0.08 0.01 -0.06
-0.05 -0.04 0.02
-0.16 0.18 0.09
-0.09 -0.03 0.09
0.02 -0.01 0.02
0.05 0.01 0.07
0.01 -0.02 -0.01
0.01 -0.03 0.01
-0.01 0.00 0.00
0.02 -0.02 -0.01
0.04 -0.02 0.00
-0.05 0.07 0.02
0.02 0.02 0.00
0.04 0.01 -0.01
0.01 -0.03 -0.01
0.09 -0.01 0.02
0.00 -0.01 0.00
0.03 -0.01 -0.01
-0.01 -0.01 -0.02
0.01 -0.01 -0.01
0.05 0.03 0.00
0.02 -0.01 0.02
-0.02 -0.01 0.01
-0.05 0.01 0.00
0.06 0.07 0.04
0.00 0.01 -0.08
0.02 -0.01 0.02
-0.02 -0.05 0.01
0.04 0.06 0.08
-0.02 0.03 0.00
-0.02 -0.02 -0.04
-0.01 0.02 -0.02
0.03 0.00 -0.02
0.01 -0.03 0.02
-0.02 0.01 -0.06
0.05 0.06 0.04
0.02 -0.01 -0.01
-0.04 -0.02 0.00
-0.05 -0.01 -0.01
0.04 0.06 0.06
0.00 -0.01 0.00
0.00 0.00 0.01
-0.01 -0.01 0.00
-0.02 0.09 -0.02
0.00 0.00 0.00
0.01 0.00 0.00
0.00 0.00 0.00
0.00 0.00 0.00
0.00 0.00 0.00
0.02 0.01 -0.01
-0.01 -0.03 -0.01
0.01 0.00 -0.01
-0.01 0.00 0.00
0.00 0.00 0.00
-0.01 -0.08 -0.03

---

C27H25MgN6O5S3 | ωB97M-V/def2-TZVPD

Output
Total charge: -1

Each line ends with the Mulliken charge.
CARTESIAN COORDINATES (ANGSTROEM)
Mg: -0.653463 -2.664359 1.166732  0.54
S: -0.692739 -0.691136 2.614859  -0.37
C: 0.004424 -1.807095 3.765023  0.46
S: 0.148046 -3.488115 3.353150  -0.48
C: 0.480127 -1.328350 4.973818  0.30
C: 0.405844 0.051834 5.312680  0.10
N: 0.366414 1.168061 5.604252  -0.63
C: 1.105328 -2.175712 5.933016  -0.16
N: 1.602115 -2.853211 6.723153  -0.59
C: -0.058552 2.667575 2.669945  -1.27
C: -1.085334 2.385047 1.617283  1.21
C: -0.776965 1.576801 0.525935  -0.77
C: -1.742826 1.233991 -0.406476  -0.05
C: -3.040350 1.703535 -0.242548  -0.66
C: -3.368082 2.526608 0.825600  -0.59
C: -2.388974 2.867190 1.741263  -1.15
S: -4.304125 1.118166 -1.316479  1.40
O: -5.304683 2.121129 -1.553168  -0.77
O: -3.653666 0.517610 -2.453940  -0.67
N: -5.026771 -0.009447 -0.348267  -0.36
C: -4.203838 -1.099222 0.182572  -0.04
C: -3.813727 -2.221987 -0.797835  -0.54
C: -2.522289 -2.773029 -0.250414  1.09
O: -2.519874 -3.480826 0.790582  -0.71
O: -1.425125 -2.357302 -0.733695  -0.49
H: 0.938249 2.749256 2.235536  0.26
H: -0.042530 1.849193 3.395730  -0.22
H: -0.281719 3.587353 3.211445  0.47
H: 0.223714 1.169988 0.435815  1.47
H: -1.517821 0.566107 -1.228512  0.19
H: -4.385739 2.875732 0.944825  0.47
H: -2.640860 3.492653 2.589017  0.41
H: -5.938454 -0.255397 -0.717591  0.29
H: -4.701944 -1.518369 1.055679  0.40
H: -3.301312 -0.624271 0.567028  -0.26
H: -3.626197 -1.813261 -1.784361  0.33
H: -4.592996 -2.983996 -0.845407  0.36
C: 0.542624 3.233731 -0.715083  -1.42
C: 1.399950 2.289456 -1.509987  0.33
C: 0.851756 1.190274 -2.159422  0.04
C: 1.638034 0.298563 -2.874198  -0.33
C: 3.012464 0.483417 -2.937809  0.18
N: 3.869229 -0.407127 -3.635183  -0.08
C: 3.625070 -1.725403 -3.953991  0.23
O: 4.071286 -2.244933 -4.959740  -0.70
N: 2.819691 -2.408827 -3.067856  -0.06
C: 2.736049 -2.217391 -1.672561  0.24
C: 3.786961 -1.744055 -0.899954  -0.34
C: 3.589227 -1.580243 0.459764  -0.89
C: 2.359194 -1.888692 1.012407  -0.23
N: 1.348941 -2.338300 0.265613  -0.23
C: 1.532142 -2.499982 -1.041006  -0.39
C: 3.576116 1.587863 -2.305777  -0.59
C: 2.776508 2.478731 -1.610561  -0.93
H: -0.516403 3.018880 -0.857362  0.32
H: 0.721213 4.270735 -1.004866  0.54
H: 0.754573 3.150598 0.352970  0.10
H: -0.219135 1.026890 -2.119472  0.54
H: 1.174651 -0.537016 -3.380998  0.54
H: 4.570435 0.002792 -4.229285  0.26
H: 2.488525 -3.285582 -3.434139  0.25
H: 4.741278 -1.512636 -1.353097  0.46
H: 4.384646 -1.211783 1.092304  0.45
H: 2.151354 -1.765647 2.067409  0.37
H: 0.664889 -2.815086 -1.610455  0.54
H: 4.648748 1.737035 -2.350427  0.42
H: 3.236680 3.330990 -1.123483  0.40

Forces on the atoms, in the same order (eV/Å):
0.36 -0.05 0.33
-0.01 -0.30 0.16
-0.04 -0.11 -0.25
-0.02 0.13 -0.02
0.12 0.05 0.16
-0.02 -0.01 0.02
0.01 -0.03 0.07
-0.08 -0.12 0.02
0.05 0.05 0.00
-0.14 0.06 0.02
-0.37 -0.24 0.26
-0.93 -1.23 0.86
-0.43 -0.52 0.51
0.09 0.03 0.03
-0.18 0.05 -0.05
0.21 -0.03 -0.03
0.09 -0.02 -0.05
-0.06 0.00 0.05
-0.02 -0.01 0.05
0.06 -0.05 -0.05
-0.05 0.11 -0.02
-0.01 -0.04 -0.01
-0.08 -0.04 -0.01
-0.20 -0.04 -0.01
-0.02 0.15 -0.15
0.09 -0.05 0.10
0.04 0.16 -0.15
0.01 0.01 -0.02
-0.21 -0.09 0.04
-0.34 -0.05 0.32
0.00 -0.01 -0.03
0.00 0.01 -0.01
0.04 0.02 0.03
-0.08 0.02 -0.05
0.05 -0.04 0.06
-0.03 0.07 -0.09
0.06 -0.02 0.04
0.41 1.02 -0.71
0.11 0.12 -0.05
0.02 -0.04 -0.21
0.00 0.11 -0.06
0.00 0.09 0.05
0.08 -0.10 -0.05
-0.13 0.23 -0.01
0.02 -0.01 0.07
0.10 -0.22 0.00
-0.10 0.01 0.04
0.00 -0.14 0.01
0.02 0.06 0.03
-0.06 0.05 -0.02
-0.04 -0.21 0.02
0.00 0.17 -0.06
-0.01 -0.08 0.01
0.01 -0.01 0.02
0.64 0.65 -0.31
0.19 0.08 -0.11
0.17 0.33 -0.45
0.50 0.11 -0.29
0.00 0.03 0.00
-0.01 0.05 -0.07
0.06 -0.08 0.00
0.00 0.02 -0.03
-0.01 0.00 0.01
0.03 -0.03 0.02
0.03 -0.03 0.00
0.01 0.00 0.00
-0.02 0.01 0.01

---

no.,orbital gap (Ha)
1,0.2619
2,0.2652